Record 1
Here is a molecular structure, C4H12FO2S2Sn in a non-equilibrium geometry from the Open Molecules 2025 dataset. Energies are from wB97M-V/def2-TZVPD.

Geometry as XYZ:
```
22
Properties=species:S:1:pos:R:3:forces:R:3:mulliken_charge:R:1
H 1.048 -2.027 3.127 0.5 0.0 -0.5 0.38
C 0.104 -2.302 0.471 0.0 0.3 -0.3 -0.98
H -1.273 -1.035 -2.500 -0.2 0.0 0.4 0.36
H 0.292 -0.482 3.349 -0.4 0.2 -0.8 0.25
H -0.417 -0.387 -3.782 0.7 0.7 0.1 0.40
H 0.642 2.996 -1.702 -0.3 0.0 -0.3 0.38
S -1.150 1.339 -2.117 0.5 -0.2 -0.3 0.44
H 0.359 -0.535 -2.052 0.2 -0.1 -0.7 0.15
H 0.737 -3.051 0.946 -0.6 -0.2 0.4 0.42
H 1.302 1.479 -2.405 -0.5 0.1 -0.4 0.38
H 1.979 -0.451 2.905 0.2 -0.5 0.7 0.33
C 0.572 1.908 -1.719 -0.1 0.4 0.9 -0.85
H -0.936 -2.155 0.763 0.2 -0.4 0.9 0.28
H 0.904 1.590 -0.731 -0.5 -0.2 0.1 0.21
C -0.489 -0.303 -2.697 -1.6 -0.3 1.2 -0.80
O -2.086 1.156 -0.894 1.1 0.5 -0.1 -0.58
H -0.008 -2.623 -0.565 0.7 0.7 -0.4 0.35
O -0.164 0.357 0.886 0.2 -0.1 -0.3 -0.52
S 0.927 -0.721 0.888 -2.0 -0.1 1.9 0.49
F -0.975 4.171 3.228 -1.6 -2.4 -1.6 -0.65
Sn -2.419 2.077 1.842 2.6 1.3 -0.1 1.45
C 1.049 -1.001 2.760 0.8 0.3 -0.8 -0.89
```
Positions in Å, forces in eV/Å.

Results
* molecular weight: 293.98 g mol⁻¹
* charge: +1
* maximum force: 3.3 eV Å⁻¹
* total energy: -1420.18038 a.u.
* HOMO: -12.98 eV
* lowest unoccupied orbital energy: -6.31 eV

***

Record 2
Here is a molecular structure, C33H49AsGaIN2O2S2 from the Open Molecules 2025 dataset. Energies are from wB97M-V/def2-TZVPD.

Geometry as XYZ:
```
91
Properties=species:S:1:pos:R:3:forces:R:3:mulliken_charge:R:1
H 1.912 -1.387 5.746 0.0 0.0 0.0 0.41
C 2.960 -3.110 0.296 0.1 0.0 0.0 0.42
Ga 0.031 0.471 0.523 0.1 -0.1 0.0 0.10
H -0.448 -1.521 5.034 0.0 0.0 0.0 0.49
C 2.177 -0.135 -5.536 0.0 0.0 0.0 -1.45
H 2.252 0.189 -3.398 0.0 0.0 0.0 -0.32
H -3.075 4.284 -0.776 0.0 0.0 0.0 0.31
H -6.106 0.016 -0.401 0.0 0.0 0.0 0.26
H 2.737 0.762 -5.794 0.0 0.0 0.0 0.38
H 4.693 -7.255 -2.561 0.0 0.0 0.0 0.42
C 5.241 -5.556 -1.375 0.0 0.0 0.0 -0.71
S -2.849 -0.994 0.870 0.1 -0.1 -0.1 0.42
C 0.309 -1.123 4.372 0.0 0.0 0.0 -1.28
C 4.933 0.006 3.553 0.0 0.0 0.0 -0.77
C 2.504 -5.087 -1.172 0.0 0.0 0.0 0.12
C 3.942 -0.476 4.351 0.0 0.0 0.0 -0.95
H -3.623 4.871 0.788 0.0 0.0 0.0 0.45
H 5.408 0.816 1.615 0.0 0.0 0.0 0.49
H 2.432 -0.903 -6.268 0.0 0.0 0.0 0.39
C 1.720 -1.851 -3.765 0.0 0.0 0.0 -1.45
C 4.786 -4.476 -0.638 0.0 0.0 0.0 -0.37
C -3.603 -1.287 -0.735 0.0 0.0 0.0 -0.84
H -5.650 -1.799 1.333 0.0 0.0 0.0 0.28
H -3.818 -0.040 -2.454 0.0 0.0 0.0 0.48
H -0.210 5.648 1.560 0.0 0.0 0.0 0.32
H 3.569 -0.792 -4.017 0.0 0.0 0.0 0.35
H -1.418 2.743 -2.167 0.0 0.0 0.0 0.44
H -4.588 0.557 1.210 0.0 0.0 0.0 0.39
H -3.935 -2.907 2.851 0.0 0.0 0.0 0.33
H -3.697 0.147 2.687 0.0 0.0 0.0 0.63
C -2.740 4.584 0.218 0.0 0.0 0.0 -1.34
C 0.700 2.925 -2.613 0.0 0.0 0.0 -0.94
C 4.619 0.447 2.256 0.0 0.0 0.0 -0.81
H 1.294 3.619 1.763 0.0 0.0 0.0 0.44
H 0.905 1.854 -2.553 0.0 0.0 0.0 0.02
H 1.989 -2.672 -4.428 0.0 0.0 0.0 0.48
H 2.265 -6.858 -2.353 0.0 0.0 0.0 0.45
S 0.047 -0.837 -1.433 -0.1 0.0 0.0 -0.45
O -1.937 0.242 0.638 -0.1 0.1 0.1 -0.24
C 1.398 -1.927 -1.304 0.0 0.0 0.0 0.62
I 3.061 1.018 -0.181 0.0 0.0 0.0 0.25
H -2.650 2.561 0.996 0.0 0.0 0.0 -0.22
C 2.500 -0.594 -4.121 0.0 0.0 0.0 0.65
C -4.753 -2.298 3.240 0.0 0.0 0.0 -1.30
H 1.465 6.076 1.256 0.0 0.0 0.0 0.41
H -1.742 3.720 1.954 0.0 0.0 0.0 0.56
H -2.795 -1.747 -1.304 0.0 0.0 0.0 0.40
C 3.330 0.402 1.806 0.0 0.0 0.0 0.58
H 0.356 5.907 -0.095 0.0 0.0 0.0 0.33
C -5.254 -1.288 2.214 0.0 0.0 0.0 -0.59
H 0.648 -1.690 -3.867 0.0 0.0 0.0 0.42
H 1.438 -4.916 -1.068 0.0 0.0 0.0 0.41
H 4.162 -0.832 5.349 0.0 0.0 0.0 0.42
C -4.178 -0.046 -1.424 0.0 0.0 0.0 0.15
C 2.602 -0.528 3.899 0.0 0.0 0.0 0.56
O 3.479 -2.778 1.324 0.0 0.0 0.0 -0.45
H 5.956 0.048 3.898 0.0 0.0 0.0 0.44
C -2.019 3.446 0.934 0.0 0.0 0.0 0.00
H 2.737 -3.006 -2.300 0.0 0.0 0.0 0.17
H 5.476 -3.821 -0.124 0.0 0.0 0.0 0.49
C -0.543 3.290 -1.810 0.0 0.0 0.0 -0.69
N 2.003 -2.314 -2.400 0.0 0.0 0.0 0.20
As -0.365 2.869 0.078 0.0 0.1 0.0 0.18
C 0.625 5.494 0.878 0.0 0.0 0.0 -1.33
C 4.333 -6.404 -1.997 0.0 0.0 0.0 -0.45
H -0.773 4.353 -1.881 0.0 0.0 0.0 0.57
H -6.068 0.886 -1.931 0.0 0.0 0.0 0.40
H 1.899 3.897 0.144 0.0 0.0 0.0 0.42
C 2.967 -6.178 -1.889 0.0 0.0 0.0 -0.70
H 0.554 3.177 -3.663 0.0 0.0 0.0 0.46
H -6.119 -0.872 -1.921 0.0 0.0 0.0 0.40
H -4.351 -2.064 -0.557 0.0 0.0 0.0 0.73
H -4.400 -1.796 4.142 0.0 0.0 0.0 0.33
H -6.091 -0.720 2.623 0.0 0.0 0.0 0.42
H 6.302 -5.746 -1.456 0.0 0.0 0.0 0.43
N 1.771 -2.387 -0.092 0.0 0.0 0.0 0.49
C 0.870 -0.151 2.194 0.0 0.0 0.0 0.28
H -3.760 0.854 -0.964 0.0 0.0 0.0 -0.25
C 2.247 -0.075 2.594 0.0 0.0 0.0 0.46
C -5.703 -0.001 -1.415 0.0 0.0 0.0 -1.41
C -0.044 -0.668 3.089 0.0 0.0 0.0 0.57
C -4.195 -0.266 1.807 0.0 0.0 0.0 -0.69
H 1.582 3.467 -2.268 0.0 0.0 0.0 0.32
C 1.029 4.028 0.785 0.0 0.0 0.0 -0.30
H -1.090 -0.729 2.817 0.0 0.0 0.0 0.09
H -5.554 -2.975 3.531 0.0 0.0 0.0 0.40
H 1.370 -1.902 0.707 0.0 0.0 0.0 -0.36
C 3.417 -4.232 -0.552 0.0 0.0 0.0 -0.27
H 1.115 0.089 -5.645 0.0 0.0 0.0 0.34
H -2.118 5.471 0.111 0.0 0.0 0.0 0.29
C 1.609 -1.048 4.763 0.0 0.0 0.0 -0.97
```
Positions in Å, forces in eV/Å.

Results
* molecular weight: 841.45 g mol⁻¹
* charge: +2
* maximum force: 0.2 eV Å⁻¹
* total energy: -6801.07682 a.u.
* HOMO: -12.95 eV
* lowest unoccupied orbital energy: -4.99 eV